[1]
Density functional theory data (ωB97M-V/def2-TZVPD) for a molecular structure, C2H2Cl6F3V2 in a non-equilibrium geometry.

Output
Energy above the lowest of the compared OMol25 structures with the same formula, charge and spin   236.9 kJ/mol
HOMO energy (alpha / beta)   -13.44 / -13.44 eV
Energy   -5025.85129 Eh
Frontier orbital gap (alpha / beta)   0.2731 / 0.2722 Eh

Structure (ORCA input):
```
! RIJCOSX wB97M-V def2-TZVPD def2/J DEFGRID3
* xyz 1 7
V 1.928 1.334 2.395
V 1.492 -1.964 1.885
F 0.542 -0.102 1.310
F 3.234 -0.595 1.548
F 1.670 -0.470 3.751
C 0.994 1.075 -1.815
Cl -0.157 1.972 -2.785
Cl 2.558 1.177 -2.631
Cl 0.452 -0.619 -1.792
H 1.065 1.392 -0.782
C -2.632 -0.611 -0.217
Cl -3.453 -0.122 1.320
Cl -3.403 0.136 -1.606
Cl -2.670 -2.374 -0.309
H -1.620 -0.230 -0.272
*
```

These are the natural (NBO) partial charges, in e, on atoms 1 to 8: 1.76 1.74 -0.84 -0.83 -0.83 -0.28 0.06 0.04

---

[2]
Density functional theory data (ωB97M-V/def2-TZVPD) for a molecular structure, C6H10O3 in a non-equilibrium geometry.

Output
Energy above the lowest of the compared OMol25 structures with the same formula, charge and spin   408.1 kJ/mol
HOMO energy   -9.12 eV
Energy   -460.19497 Eh
Frontier orbital gap   0.3256 Eh

Structure (ORCA input):
```
! RIJCOSX wB97M-V def2-TZVPD def2/J DEFGRID3
* xyz 0 1
C -1.578 0.685 -0.441
C 0.667 -0.772 -0.980
C -0.741 -0.495 -0.028
C -1.272 -1.538 0.620
O 0.916 -2.135 -0.978
O 0.701 -0.105 -2.007
H 1.289 -2.337 -1.848
H -1.620 1.419 0.366
H -1.207 1.129 -1.363
H -2.616 0.381 -0.589
H -2.344 -1.677 0.695
H -0.655 -2.359 0.961
C 1.124 1.753 0.696
C 1.056 0.295 1.032
O 1.171 -0.282 2.063
H 1.648 -0.275 -0.055
H 0.382 2.296 1.280
H 0.957 1.901 -0.368
H 2.121 2.117 0.943
*
```

These are the natural (NBO) partial charges, in e, on atoms 1 to 8: -0.67 0.68 -0.14 -0.30 -0.71 -0.66 0.50 0.21

---

[3]
Density functional theory data (ωB97M-V/def2-TZVPD) for C14H17N5O2 in the gas phase in a non-equilibrium geometry.

Output
Energy above the lowest of the compared OMol25 structures with the same formula, charge and spin   0.0 kJ/mol
HOMO energy   -8.65 eV
Energy   -967.91242 Eh
Frontier orbital gap   0.3393 Eh
Structure (SMILES)   CN1C(=O)N[C@H]2NN[C@@H](/C=C/c3ccccc3)N[C@H]2C1=O

Structure (ORCA input):
```
! RIJCOSX wB97M-V def2-TZVPD def2/J DEFGRID3
* xyz 0 1
C -2.433 0.877 1.057
N -1.126 0.497 1.581
C -0.936 -0.250 2.729
O -1.757 -0.322 3.609
N 0.330 -0.674 3.109
C 1.284 -0.878 2.072
N 0.847 -2.088 1.383
N 1.612 -2.361 0.207
C 1.522 -1.366 -0.847
C 0.141 -1.180 -1.424
C -0.289 -0.209 -2.284
C -1.703 -0.089 -2.678
C -2.286 1.172 -2.855
C -3.662 1.263 -3.191
C -4.401 0.081 -3.402
C -3.794 -1.159 -3.267
C -2.439 -1.250 -2.943
N 2.056 -0.140 -0.245
C 1.428 0.296 1.055
C 0.034 0.924 0.929
O -0.069 1.875 0.157
H -2.719 1.919 1.295
H -3.183 0.218 1.521
H -2.521 0.744 -0.012
H 0.288 -1.355 3.834
H 2.262 -1.078 2.500
H 0.871 -2.899 2.017
H 2.604 -2.538 0.415
H 2.179 -1.672 -1.656
H -0.635 -1.876 -1.091
H 0.426 0.531 -2.614
H -1.745 2.084 -2.693
H -4.182 2.241 -3.225
H -5.476 0.096 -3.707
H -4.311 -2.086 -3.390
H -1.964 -2.218 -2.836
H 1.972 0.635 -0.911
H 2.044 1.051 1.516
*
```

These are the natural (NBO) partial charges, in e, on atoms 1 to 8: -0.41 -0.48 0.80 -0.62 -0.63 0.08 -0.48 -0.47